24
Properties=species:S:1:pos:R:3 method="wB97M-V/def2-TZVPD" homo_lumo_gap_ev=9.6 fmax_ev_per_a=18.0 charge=0
N -0.904 -0.548 1.805
H -0.545 0.351 2.089
H -1.637 -0.791 2.151
C -1.089 -0.522 0.265
C -1.677 0.687 -0.342
H -2.093 0.754 -1.170
H -2.559 1.138 0.633
S -0.221 1.923 -0.267
O 0.058 2.225 1.131
O -0.251 2.951 -1.073
C 0.820 0.800 -0.759
C 0.090 -0.578 -0.548
C 1.484 -0.474 0.163
C 2.715 -0.963 -0.040
O 2.919 -1.531 -1.289
O 3.451 -1.194 1.088
H 4.353 -1.823 0.771
H 1.368 -0.023 1.386
H 0.361 -1.396 -1.203
H 1.347 0.834 -1.597
C -2.209 -1.564 -0.202
O -3.096 -1.924 0.793
O -2.097 -1.762 -1.346
H -2.833 -2.482 -1.457

***

7
Properties=species:S:1:pos:R:3 method="wB97M-V/def2-TZVPD" s2=2.01 spin_multiplicity=3 homo_lumo_gap_ev="6.1 / 8.5" fmax_ev_per_a=4.6 charge=0
C 1.474 0.181 0.402
N 2.293 -0.203 -0.360
O 0.710 0.680 1.069
F -1.703 1.218 -0.254
S -1.353 -0.191 0.103
Cl 1.943 -1.194 -1.797
Cl -3.365 -0.492 0.837

***

25
Properties=species:S:1:pos:R:3 method="wB97M-V/def2-TZVPD" homo_lumo_gap_ev=9.5 fmax_ev_per_a=1.6 charge=+1
N -0.515 0.285 2.113
C 0.653 1.149 1.726
C 1.634 0.249 0.916
N 0.889 -0.257 -0.222
C 1.165 0.403 -1.509
C 0.523 -0.407 -2.626
C -0.995 -0.115 -2.725
H -1.340 0.393 1.530
H -0.190 -0.664 1.941
H -0.841 0.315 3.077
H 0.269 1.903 1.048
H 1.205 1.604 2.545
H 2.475 0.879 0.632
H 1.946 -0.539 1.603
H 0.905 -1.261 -0.322
H 2.224 0.647 -1.628
H 0.681 1.385 -1.454
H 0.595 -1.477 -2.431
H 0.980 -0.195 -3.589
H -1.470 0.156 -1.782
H -1.449 -0.964 -3.203
H -1.120 0.782 -3.333
H -3.340 -0.957 2.825
H -2.313 -2.100 2.561
O -2.571 -1.214 2.308

***

19
Properties=species:S:1:pos:R:3 method="wB97M-V/def2-TZVPD" homo_lumo_gap_ev=8.2 fmax_ev_per_a=0.5 charge=0
C -1.119 -0.348 -1.623
C -0.133 1.543 -0.481
O 0.760 2.476 -0.925
N -0.004 0.272 -0.937
H 1.434 1.968 -1.406
H -1.099 2.013 -0.288
H -0.934 -1.423 -1.669
H -1.199 0.009 -2.655
H -2.093 -0.191 -1.135
C -0.729 -1.129 1.292
C 0.476 -0.451 0.703
C 1.725 -0.957 0.806
O 0.345 1.114 1.098
H 1.230 1.435 1.349
H -0.591 -1.268 2.364
H -1.632 -0.538 1.146
H -0.879 -2.104 0.828
H 2.581 -0.452 0.377
H 1.860 -1.971 1.156

***

57
Properties=species:S:1:pos:R:3 method="wB97M-V/def2-TZVPD" s2=2.01 spin_multiplicity=3 homo_lumo_gap_ev="3.6 / 5.9" fmax_ev_per_a=4.9 charge=-1
O 1.915 -2.860 -1.934
C 1.628 -4.515 -1.912
C 2.476 -4.778 -3.113
H 0.553 -4.713 -2.004
H 2.114 -5.033 -1.072
C 2.976 -3.354 -2.908
H 1.816 -4.986 -3.969
H 3.267 -5.519 -3.015
C 2.879 -2.669 -4.233
H 1.827 -2.768 -4.565
H 3.552 -3.188 -4.939
H 3.150 -1.628 -4.140
C 4.346 -3.350 -2.224
H 4.338 -3.761 -1.202
H 4.783 -2.344 -2.221
H 5.031 -3.995 -2.789
Ti 1.305 -1.005 -1.639
C 1.430 0.746 -0.088
C 0.345 0.061 0.522
C 0.864 -1.069 1.207
H -0.618 0.499 0.725
C 2.249 -1.165 0.930
C 2.615 -0.070 0.058
H 3.624 0.226 -0.226
H 1.440 1.814 -0.233
H 0.326 -1.705 1.921
H 2.944 -1.837 1.437
C 0.680 1.874 -2.690
C 2.085 1.585 -2.655
C 2.317 0.383 -3.367
H 2.885 2.219 -2.273
C 1.029 -0.152 -3.790
C 0.020 0.775 -3.321
H -1.007 0.719 -3.712
H 0.222 2.821 -2.395
H 3.313 0.087 -3.692
H 0.855 -0.913 -4.574
O 1.191 -4.761 1.671
C 2.627 -5.105 1.484
C 2.755 -6.629 1.696
H 3.261 -4.506 2.171
H 2.815 -4.880 0.421
C 1.384 -7.134 1.156
H 2.874 -6.798 2.774
H 3.607 -7.115 1.195
C 0.477 -5.869 1.128
H 0.917 -7.854 1.864
H 1.432 -7.591 0.144
H -0.430 -6.145 1.726
H 0.247 -5.655 0.098
C -2.604 -0.380 -1.405
C -1.632 -1.419 -0.928
O -1.772 -2.202 -0.009
O -0.495 -1.399 -1.671
H -3.045 -0.723 -2.371
H -2.012 0.549 -1.512
H -3.382 -0.238 -0.642

***

19
Properties=species:S:1:pos:R:3 method="wB97M-V/def2-TZVPD" homo_lumo_gap_ev=7.0 fmax_ev_per_a=1.9 charge=-1
C 1.282 -1.829 1.404
N 0.961 -1.048 0.236
C -0.032 -1.618 -0.643
C -1.474 -1.017 -0.631
S -1.465 0.723 -0.035
H 1.469 -1.234 2.299
H 2.230 -2.394 1.296
H 0.649 -2.688 1.678
H 0.625 -0.124 0.538
H 0.357 -1.511 -1.663
H -0.128 -2.721 -0.443
H -2.085 -1.561 0.111
H -1.976 -1.286 -1.560
H 2.062 0.535 -3.145
H 1.891 1.071 -1.783
O 2.524 1.089 -2.514
H 0.124 2.373 1.906
H -1.325 1.866 1.909
O -0.763 2.637 2.144

***

41
Properties=species:S:1:pos:R:3 method="wB97M-V/def2-TZVPD" homo_lumo_gap_ev=7.0 fmax_ev_per_a=3.3 charge=-2
Ag 1.140 1.105 -1.375
S 2.718 2.573 0.443
O 2.837 1.095 0.636
O 2.995 3.356 1.633
O 3.551 2.925 -0.673
O 1.211 2.693 -0.024
Cl -1.607 -0.420 -5.151
C 1.610 -2.416 -3.993
C 0.887 -1.855 -2.832
C 1.605 -2.292 -1.519
O 1.112 -3.502 -1.089
C 0.034 -3.426 -0.165
N 0.921 -0.388 -2.891
H 1.653 -3.505 -4.048
H 2.687 -1.997 -4.009
H 1.094 -2.091 -4.903
H -0.148 -2.234 -2.826
H 1.394 -1.466 -0.801
H 2.691 -2.377 -1.595
H -0.528 -2.524 -0.319
H 0.290 -3.470 0.866
H -0.621 -4.243 -0.369
H 1.655 -0.050 -3.596
H 0.103 -0.099 -3.483
C -0.063 1.302 3.630
C -1.100 1.471 2.502
C -2.436 1.348 3.193
O -3.614 1.592 2.438
C -3.582 0.908 1.209
N -0.996 2.722 1.662
H -0.133 2.118 4.404
H 0.951 1.316 3.222
H -0.124 0.400 4.248
H -1.121 0.697 1.736
H -2.538 2.003 4.001
H -2.484 0.366 3.700
H -2.939 1.335 0.392
H -4.596 1.052 0.930
H -3.457 -0.168 1.444
H -0.152 2.651 1.099
H -0.899 3.494 2.274

***

111
Properties=species:S:1:pos:R:3 method="wB97M-V/def2-TZVPD" s2=0.75 spin_multiplicity=2 homo_lumo_gap_ev="8.3 / 6.0" fmax_ev_per_a=10.7 charge=0
Cu 3.353 10.189 33.728
B 1.964 12.013 34.145
H 1.337 12.870 34.338
H 2.017 11.895 33.073
H 2.922 12.266 34.573
H 1.683 11.060 34.566
Cl 3.569 10.094 31.047
C 4.442 14.139 29.475
O 4.240 15.068 28.673
N 5.269 14.172 30.470
N 3.519 13.313 29.743
H 5.868 13.360 30.443
H 5.628 15.111 30.570
H 3.634 12.366 30.076
H 2.822 13.396 29.016
C -1.642 10.672 33.201
O -2.798 10.425 32.869
N -1.151 10.220 34.255
N -0.678 11.211 32.519
H -0.213 10.513 34.490
H -1.617 9.603 34.903
H 0.091 11.563 33.070
H -1.084 11.594 31.677
C 5.377 7.473 33.155
O 4.815 8.387 33.697
N 5.261 7.223 31.807
N 6.013 6.527 33.766
H 4.663 7.895 31.347
H 5.852 6.632 31.240
H 6.532 5.902 33.167
H 6.209 6.694 34.743
C 1.243 14.677 37.057
O 1.238 15.399 38.018
N 0.224 14.272 36.360
N 2.364 14.555 36.497
H -0.744 14.299 36.645
H 0.524 13.721 35.569
H 2.536 14.209 35.565
H 3.023 15.140 36.992
C 2.191 15.668 32.688
O 1.797 16.221 33.685
N 2.399 14.467 32.459
N 2.411 16.429 31.683
H 3.169 14.360 31.814
H 2.239 13.882 33.267
H 2.422 15.961 30.789
H 2.603 17.411 31.823
C 0.629 12.556 28.350
O 1.588 13.042 27.800
N -0.650 12.764 28.087
N 0.811 11.715 29.311
H -0.851 13.562 27.501
H -1.353 12.400 28.714
H 1.725 11.539 29.703
H -0.059 11.230 29.481
C 6.110 12.023 33.535
O 5.074 11.380 33.614
N 7.258 11.630 34.028
N 6.301 13.135 32.928
H 8.085 12.210 34.013
H 7.217 10.796 34.596
H 7.207 13.540 32.738
H 5.514 13.585 32.484
C 6.584 13.925 37.392
O 7.168 13.569 38.336
N 5.406 13.507 37.087
N 7.108 14.786 36.615
H 4.819 13.733 36.298
H 5.011 12.941 37.825
H 6.493 14.985 35.839
H 8.046 15.154 36.682
C 5.682 6.896 37.747
O 5.652 7.994 38.227
N 4.811 6.418 36.778
N 6.510 5.981 38.106
H 4.768 5.483 36.398
H 4.143 7.123 36.498
H 6.587 5.120 37.583
H 7.169 6.216 38.834
C 1.719 6.788 30.108
O 0.733 7.528 30.057
N 1.712 5.527 30.450
N 2.870 7.195 29.852
H 0.887 4.960 30.582
H 2.645 5.145 30.507
H 3.062 8.147 30.130
H 3.655 6.639 29.546
C 3.406 10.326 37.020
O 3.769 9.780 35.982
N 2.382 11.120 37.203
N 4.149 10.185 38.056
H 2.271 11.673 38.041
H 1.877 11.226 36.335
H 5.014 9.666 38.004
H 4.128 11.020 38.623
C 2.594 3.985 33.545
O 3.234 2.989 34.019
N 3.185 4.686 32.738
N 1.492 4.444 33.975
H 4.153 4.527 32.499
H 2.800 5.549 32.380
H 1.326 5.428 33.818
H 1.056 3.866 34.678
C 0.747 7.822 33.890
O 1.878 8.333 33.948
N 0.120 7.182 32.918
N 0.209 7.460 35.061
H 0.478 7.189 31.974
H -0.807 6.791 33.019
H 0.800 7.491 35.879
H -0.682 6.990 35.136

***

128
Properties=species:S:1:pos:R:3 method="wB97M-V/def2-TZVPD" homo_lumo_gap_ev=6.6 fmax_ev_per_a=0.8 charge=+1
Hf 0.729 -0.061 0.940
Te -1.353 0.096 -4.111
C -3.341 -0.251 -4.715
C -4.412 0.083 -3.896
C -5.698 -0.184 -4.336
N -5.981 -0.740 -5.510
C -4.950 -1.046 -6.290
C -3.624 -0.831 -5.944
C -1.611 -0.065 -2.053
P -1.065 1.310 -1.103
C -2.380 1.904 0.060
C -3.423 1.094 0.479
C -4.365 1.560 1.393
C -4.273 2.843 1.903
C -3.236 3.673 1.482
C -2.303 3.211 0.566
C -1.196 2.771 -2.220
C -0.145 3.339 -2.925
C -0.370 4.334 -3.866
C -1.660 4.757 -4.134
C -2.725 4.176 -3.459
C -2.497 3.197 -2.512
P -1.069 -1.545 -1.232
C -0.621 -2.768 -2.526
C 0.671 -3.207 -2.776
C 0.938 -4.096 -3.812
C -0.092 -4.557 -4.612
C -1.392 -4.130 -4.373
C -1.654 -3.250 -3.341
C -2.547 -2.434 -0.591
C -3.839 -2.074 -0.959
C -4.933 -2.811 -0.526
C -4.746 -3.923 0.278
C -3.459 -4.308 0.634
C -2.373 -3.571 0.196
H -4.246 0.542 -2.929
H -6.548 0.069 -3.709
H -5.193 -1.498 -7.245
H -2.838 -1.129 -6.627
H -3.510 0.090 0.090
H -5.177 0.912 1.698
H -5.006 3.207 2.609
H -3.168 4.686 1.855
H -1.517 3.880 0.229
H 0.866 2.994 -2.781
H 0.467 4.762 -4.401
H -1.839 5.527 -4.872
H -3.740 4.484 -3.676
H -3.343 2.750 -2.007
H 1.498 -2.838 -2.189
H 1.954 -4.423 -3.989
H 0.115 -5.246 -5.420
H -2.205 -4.480 -4.995
H -2.672 -2.926 -3.175
H -3.976 -1.219 -1.609
H -5.930 -2.523 -0.832
H -5.598 -4.500 0.613
H -3.306 -5.188 1.244
H -1.372 -3.900 0.457
C 1.774 3.474 2.500
Si 2.791 2.880 1.012
C 1.990 3.794 -0.403
C 4.498 3.646 1.246
C 2.839 0.981 0.803
Si 3.533 0.562 -0.913
C 4.429 -1.129 -1.035
C 2.132 0.432 -2.175
C 4.742 1.773 -1.682
Si 4.055 0.370 2.109
C 5.851 0.329 1.525
C 4.177 1.266 3.771
C 3.588 -1.416 2.552
C 4.520 -2.272 3.141
C 4.163 -3.552 3.522
C 2.859 -3.955 3.296
C 1.986 -3.060 2.704
N 2.322 -1.816 2.335
H 1.682 4.557 2.390
H 2.240 3.311 3.472
H 0.756 3.093 2.541
H 2.057 4.865 -0.199
H 0.931 3.546 -0.483
H 2.449 3.622 -1.373
H 4.359 4.643 1.672
H 5.015 3.764 0.295
H 5.164 3.106 1.914
H 4.022 -1.719 -1.865
H 4.449 -1.748 -0.137
H 5.471 -0.954 -1.300
H 1.362 -0.325 -2.000
H 2.568 0.174 -3.145
H 1.613 1.380 -2.292
H 5.661 1.868 -1.104
H 4.343 2.773 -1.833
H 5.011 1.373 -2.663
H 6.153 1.312 1.166
H 6.076 -0.387 0.740
H 6.501 0.096 2.371
H 4.006 2.337 3.726
H 5.197 1.137 4.137
H 3.502 0.848 4.518
H 5.532 -1.922 3.293
H 4.881 -4.218 3.981
H 2.511 -4.940 3.573
H 0.964 -3.367 2.523
O 1.352 0.426 3.096
H 0.892 -0.082 3.789
H 1.354 1.364 3.335
O -0.682 1.353 2.259
H -1.187 2.102 1.892
H -1.314 0.801 2.755
O 1.753 -1.856 -0.102
H 2.552 -1.786 -0.645
H 1.662 -2.763 0.207
C -0.782 -1.359 2.053
C -1.201 -1.255 3.481
C -2.489 -0.784 3.774
C -2.919 -0.602 5.081
C -2.082 -0.899 6.143
C -0.809 -1.386 5.881
C -0.374 -1.557 4.575
H -1.665 -1.204 1.424
H -0.468 -2.383 1.831
H -3.166 -0.572 2.955
H -3.923 -0.243 5.265
H -2.418 -0.767 7.162
H -0.147 -1.638 6.699
H 0.616 -1.969 4.414

***

24
Properties=species:S:1:pos:R:3 method="wB97M-V/def2-TZVPD" homo_lumo_gap_ev=8.4 fmax_ev_per_a=3.9 charge=0
C 1.803 -0.377 -2.182
C -2.155 1.432 1.871
C 1.269 -1.413 -1.225
C -1.070 1.860 0.999
C -3.217 0.714 1.483
C 3.240 0.092 -1.953
C 1.591 -1.543 0.070
C -0.623 1.168 -0.032
C -3.130 0.142 0.041
C 3.820 -0.022 -0.789
O 0.879 0.739 -2.230
S 3.026 -0.658 0.609
S -1.483 -0.337 -0.455
S 0.826 1.681 -0.848
H 1.957 -0.858 -3.174
H -2.055 1.554 2.982
H 0.372 -1.857 -1.599
H -0.577 2.838 1.101
H -4.033 0.406 2.044
H 3.813 0.354 -2.944
H 0.933 -2.219 0.657
H -3.649 -0.824 -0.042
H -3.525 0.787 -0.755
H 4.921 0.024 -0.714